3 unconnected molecules or ions with the total composition C3H13NO2S at a distorted geometry, computed with wB97M-V/def2-TZVPD.

Geometry as ORCA input:
```
! wB97M-V def2-TZVPD RIJCOSX def2/J DEFGRID3
* xyz 0 1
S 0.451 2.468 -1.777
O -2.024 -1.694 -0.712
O -2.619 0.771 0.714
N 0.798 -0.636 1.755
C 0.407 1.147 -0.504
C 1.225 -1.086 0.413
C 1.536 0.144 -0.505
H -2.105 0.260 1.344
H -1.842 -1.215 -1.527
H -2.719 -2.359 -0.651
H 2.461 0.557 -0.081
H 0.520 -1.778 -0.018
H 0.555 0.345 1.804
H 1.547 -0.758 2.425
H -3.304 1.241 1.227
H 2.160 -1.643 0.489
H 0.416 1.723 0.422
H 1.446 2.003 -2.633
H -0.598 0.733 -0.663
H 1.690 -0.224 -1.521
*
```

Max |F| (eV/A): 1.50
SMILES: NCCCS.O.O

3 unconnected molecules or ions with the total composition C3H13NO2S2 at a distorted geometry, computed with wB97M-V/def2-TZVPD.

Geometry as ORCA input:
```
! wB97M-V def2-TZVPD RIJCOSX def2/J DEFGRID3
* xyz 0 1
S -0.769 -0.928 0.652
S -0.912 -2.522 -0.461
O 3.450 -1.721 -0.859
O 2.722 1.581 2.328
N 0.299 2.398 -0.469
C -0.932 1.638 -0.702
C -1.353 0.823 0.487
C -2.581 -3.011 -0.555
H -0.782 0.928 -1.561
H 2.650 -1.243 -1.023
H 3.432 1.288 2.845
H 0.173 3.233 0.144
H -2.667 -3.146 -1.659
H 4.124 -1.271 -1.438
H -3.351 -2.260 -0.191
H 3.004 1.810 1.476
H -1.754 2.409 -0.968
H -0.783 1.196 1.412
H 1.102 1.931 -0.366
H -2.636 -3.887 0.130
H -2.438 0.753 0.780
*
```

Max |F| (eV/A): 5.48
SMILES: CSSCCN.O.O

3 unconnected molecules or ions with the total composition C3H13NO2S2 at a distorted geometry, computed with wB97M-V/def2-TZVPD.

Geometry as ORCA input:
```
! wB97M-V def2-TZVPD RIJCOSX def2/J DEFGRID3
* xyz 0 1
S -0.761 -0.979 2.327
S -1.299 0.168 0.735
O 0.655 2.766 -1.280
O 2.616 3.161 0.497
N 1.234 -0.224 -1.722
C -1.084 -0.913 -0.728
C -2.154 -2.166 2.450
C 0.412 -1.166 -0.977
H -1.507 -0.342 -1.541
H -3.093 -1.663 2.230
H -1.998 -3.027 1.798
H 0.734 3.310 -2.069
H 3.020 2.299 0.416
H 0.993 -0.288 -2.710
H 0.524 -2.104 -1.545
H 2.225 3.180 1.381
H 1.073 0.756 -1.475
H 0.905 -1.442 -0.042
H -2.214 -2.584 3.452
H 1.337 3.091 -0.684
H -1.620 -1.833 -0.511
*
```

Max |F| (eV/A): 1.67
SMILES: CSSCCN.O.O

4 unconnected molecules or ions with the total composition C3H13NO3 at a distorted geometry, computed with wB97M-V/def2-TZVPD.

Geometry as ORCA input:
```
! wB97M-V def2-TZVPD RIJCOSX def2/J DEFGRID3
* xyz -1 2
O 1.864 -1.381 -1.456
O -1.309 -1.887 -1.613
O -2.654 -1.117 0.471
N 0.694 -0.023 0.544
C 0.821 1.449 0.878
C 0.501 2.447 -0.238
C 0.001 -0.599 1.476
H 1.034 3.325 -0.097
H -1.567 -2.843 -1.309
H -0.433 -0.163 2.337
H -2.195 -1.322 -0.408
H 0.171 1.746 1.720
H 0.924 2.094 -1.224
H 1.918 1.644 1.224
H -0.557 2.538 -0.356
H -0.174 -1.655 1.184
H -2.842 -0.194 0.722
H 2.772 -1.475 -1.256
H -0.366 -1.782 -1.749
H 1.397 -0.801 -0.849
*
```

Max |F| (eV/A): 4.68
Expectation value of S²: 0.75

4 unconnected molecules or ions with the total composition C3H13NO3 at a distorted geometry, computed with wB97M-V/def2-TZVPD.

Geometry as ORCA input:
```
! wB97M-V def2-TZVPD RIJCOSX def2/J DEFGRID3
* xyz 0 1
O 1.422 -3.721 -2.633
O -3.236 1.238 -1.937
O 1.851 2.062 2.582
N -0.454 -0.248 -0.916
C -0.591 1.415 0.811
C 0.558 -0.803 1.256
C -0.189 0.220 0.342
H 2.717 2.375 2.627
H 0.304 -1.847 0.991
H -0.639 1.574 1.933
H -2.754 2.075 -2.015
H 0.152 -0.630 2.308
H -1.251 0.252 -1.393
H 1.805 1.776 1.626
H -2.713 0.919 -1.195
H 1.638 -0.808 1.501
H 0.347 -0.107 -1.575
H 0.484 -3.689 -2.590
H 1.669 -4.315 -1.952
H -1.121 2.261 0.229
*
```

Max |F| (eV/A): 3.79
SMILES: C=C(C)N.O.O.O

4 unconnected molecules or ions with the total composition C3H13NO3 at a distorted geometry, computed with wB97M-V/def2-TZVPD.

Geometry as ORCA input:
```
! wB97M-V def2-TZVPD RIJCOSX def2/J DEFGRID3
* xyz 0 1
O -1.153 -0.291 -1.536
O 0.627 -1.399 -3.669
O -1.600 -3.148 -0.734
N 0.043 -0.403 1.014
C 0.590 1.936 1.125
C 1.129 0.561 1.502
C 0.559 2.949 1.992
H 1.243 0.507 2.582
H -0.739 -0.304 -0.657
H 1.989 0.424 0.852
H -0.025 -0.959 -3.101
H 0.962 2.768 2.983
H 0.480 -1.318 0.891
H 0.754 -2.250 -3.255
H 0.310 3.939 1.623
H 0.577 2.173 0.061
H -2.554 -3.125 -0.740
H -0.513 -0.424 1.859
H -1.342 0.632 -1.748
H -1.338 -2.269 -1.046
*
```

Max |F| (eV/A): 3.13
SMILES: C=CCN.O.O.O

So what do the calculations give for energy relative to the best compared isomer or geometry (same formula, charge and spin)? Going down the list: 94.7 225.1 24.8 105.8 189.9 112.1 kJ/mol.